1.
{
  "formula": "C22H32GeN5O4PSeTi",
  "method": "ωB97M-V/def2-TZVPD",
  "charge": 2,
  "homo_lumo_gap_ha": 0.2611,
  "lumo_energy_ha": -0.270,
  "spin_multiplicity": 1,
  "symbols": ["H", "H", "C", "C", "H", "C", "O", "H", "H", "H", "C", "H", "C", "H", "C", "H", "H", "H", "H", "H", "C", "H", "N", "H", "C", "H", "C", "H", "C", "Ge", "C", "H", "H", "C", "P", "Ti", "O", "O", "C", "H", "H", "C", "C", "H", "C", "H", "H", "H", "C", "H", "C", "N", "N", "H", "H", "O", "N", "C", "C", "H", "C", "H", "Se", "N", "H", "H", "C"],
  "coordinates": [[-2.12, 1.48, -1.62], [6.33, 1.40, 2.33], [0.59, -2.63, -1.11], [1.63, -3.54, -1.11], [2.22, -3.73, -0.22], [1.18, -2.11, 1.77], [2.92, -0.72, 2.71], [-5.18, 2.98, -0.08], [2.56, 4.37, 1.14], [1.39, 0.47, -4.83], [1.94, -4.24, -2.28], [1.92, 1.96, -4.00], [1.15, 0.68, -1.67], [-4.52, 4.49, 0.57], [1.23, 1.12, -3.98], [-3.28, 0.49, -0.70], [-3.15, -5.34, 0.87], [0.20, 1.46, -3.92], [2.75, -4.96, -2.28], [-3.71, 1.46, 2.61], [-2.46, -1.60, 1.53], [-1.07, -4.33, 0.05], [2.94, 1.08, 0.25], [1.95, -2.84, 1.56], [-0.17, -2.42, -2.27], [1.42, -4.60, -4.32], [-1.18, 3.82, 0.37], [-1.40, 4.81, 0.78], [-2.96, -4.29, 1.06], [-2.77, 2.65, 0.56], [-1.53, -2.37, 0.84], [-4.81, -3.97, 2.10], [1.20, 5.37, 0.59], [0.13, -3.13, -3.42], [0.07, -1.70, 0.35], [0.87, 0.81, 0.32], [0.99, 0.26, 2.05], [1.55, 0.29, -2.81], [1.65, 4.39, 0.55], [-0.89, 3.92, -0.67], [-1.94, 1.41, 2.62], [1.19, -4.04, -3.42], [-1.78, -3.73, 0.60], [0.54, -2.50, 2.57], [-2.81, 2.04, 2.40], [-4.11, 3.97, -1.08], [-4.37, -1.58, 2.52], [3.88, -0.35, -1.05], [3.95, 0.33, -0.22], [1.85, 4.11, -0.48], [-3.64, -2.18, 1.99], [4.64, 1.43, 1.36], [3.42, 1.79, 1.28], [-1.59, 0.49, -0.24], [-0.47, -2.99, -4.31], [0.56, 1.75, -1.39], [5.06, 0.54, 0.47], [-4.31, 3.62, -0.06], [-3.89, -3.52, 1.75], [-2.27, -0.56, 1.74], [1.83, -0.83, 2.27], [-2.78, 2.89, 3.09], [0.36, 3.19, 1.36], [5.50, 1.97, 2.27], [-1.00, -1.73, -2.26], [5.02, 2.15, 3.14], [-2.40, 1.13, -0.62]]
}

***

2.
{
  "formula": "C22H32I2NO3P2Pd",
  "method": "ωB97M-V/def2-TZVPD",
  "charge": 3,
  "homo_lumo_gap_ha": [0.2501, 0.1531],
  "lumo_energy_ha": [-0.367, -0.469],
  "spin_multiplicity": 5,
  "symbols": ["C", "H", "H", "H", "H", "H", "I", "C", "P", "P", "C", "H", "C", "C", "H", "H", "C", "O", "H", "H", "H", "H", "C", "C", "C", "H", "C", "C", "N", "C", "C", "C", "H", "H", "C", "H", "H", "H", "H", "O", "C", "Pd", "H", "H", "I", "C", "H", "H", "H", "H", "C", "H", "C", "C", "H", "H", "C", "H", "H", "O", "H", "H", "C"],
  "coordinates": [[3.99, 0.16, 2.88], [2.36, -2.11, -1.81], [-1.58, 2.99, 1.36], [3.65, 1.48, -1.57], [-2.99, 1.71, -0.59], [-3.13, -2.18, -1.72], [-0.46, -2.16, -2.90], [0.61, -1.52, 2.39], [1.89, 0.18, -2.49], [-2.70, 0.13, -2.37], [2.60, 1.69, -1.81], [-3.32, 3.21, 3.15], [2.66, -0.08, -4.12], [3.32, -2.07, 2.00], [-3.04, 2.51, -2.19], [-3.43, 0.71, -4.61], [-1.87, 2.14, 1.99], [-0.85, -0.30, -5.88], [2.07, 1.01, 4.20], [3.75, -0.12, -3.96], [0.42, 0.36, 4.38], [2.04, 1.93, -0.89], [-3.37, 1.64, -1.61], [-1.22, 0.92, 1.79], [-2.84, 2.25, 2.99], [2.41, 0.75, -4.78], [2.93, -0.86, 2.56], [-3.19, 1.13, 3.76], [-0.75, -1.35, 2.60], [-3.65, -0.10, -3.91], [-3.32, -1.20, -1.27], [-2.56, -0.09, 3.56], [0.90, 1.39, 2.98], [3.53, -0.94, -1.10], [-1.52, -0.18, 2.63], [4.09, 0.34, 3.96], [-3.38, -1.06, -4.37], [1.87, -1.06, -0.45], [3.79, 1.13, 2.39], [-0.53, -0.06, -0.24], [-0.72, 0.26, -4.88], [-0.41, 0.40, -2.94], [-4.47, 1.59, -1.60], [2.31, -1.03, -4.54], [-0.02, 2.78, -3.86], [2.48, -1.12, -1.36], [2.68, -3.98, 1.24], [2.53, 2.50, -2.54], [-4.72, -0.10, -3.68], [-3.96, 1.21, 4.53], [1.59, -0.60, 2.85], [4.38, -2.21, 1.81], [1.02, -2.76, 1.84], [1.22, 0.59, 3.66], [4.96, -0.18, 2.52], [0.24, -3.49, 1.58], [2.37, -3.04, 1.67], [-4.39, -1.07, -1.11], [-2.81, -0.98, 4.15], [0.82, 1.47, 0.74], [-1.28, -2.21, 2.66], [-2.78, -1.14, -0.32], [-0.21, 0.77, 0.66]]
}

***

In eV, the DFT total energy values for the records above are, in order, -193225.3047, -69196.3148.